Record 1
The following is a DFT calculation (the ωB97M-V functional and the def2-TZVPD basis) of a cluster of 3 separate species, C3H10O2 in total at a distorted geometry.

```
! wB97M-V def2-TZVPD RIJCOSX def2/J DEFGRID3
* xyz 0 1
C 0.54 0.65 -0.78
C 0.41 -0.57 -1.60
C -0.77 -0.92 -2.14
H -0.44 0.92 -0.37
H 1.20 0.39 0.07
H 0.92 1.48 -1.38
H 1.28 -1.22 -1.66
H -0.86 -1.75 -2.81
H -1.66 -0.31 -1.96
H -0.49 -1.22 2.60
H 1.05 -1.49 2.17
O 0.37 -0.86 2.41
H -1.28 1.77 1.86
H 0.08 1.14 1.67
O -0.35 1.97 1.91
*
```

Summary:
HOMO-LUMO gap, Ha: 0.373
LUMO energy, Ha: 0.0213
SMILES: C=CC.O.O
HOMO energy, Eh: -0.3519
Calculated total energy, hartree: -270.73813
Relative energy (zero: lowest compared OMol25 entry of this formula, charge and spin), eV: 0.917

=====

Record 2
The following is a DFT calculation (the ωB97M-V functional and the def2-TZVPD basis) of a cluster of 10 separate species, C26H26Cl18N4 in total at a distorted geometry.

```
! wB97M-V def2-TZVPD RIJCOSX def2/J DEFGRID3
* xyz 0 1
N -0.56 -8.41 26.99
C -1.42 -9.41 26.75
C -1.35 -10.33 25.74
C -0.32 -10.17 24.81
C 0.64 -9.16 25.03
C 0.52 -8.34 26.16
H -2.15 -9.48 27.55
H -1.98 -11.21 25.70
H -0.13 -10.84 23.99
H 1.45 -9.08 24.31
H 1.24 -7.56 26.36
N 7.11 -15.34 25.50
C 6.10 -16.08 24.97
C 6.15 -16.77 23.75
C 7.32 -16.61 23.03
C 8.36 -15.85 23.50
C 8.19 -15.15 24.69
H 5.34 -16.24 25.72
H 5.36 -17.39 23.35
H 7.32 -17.08 22.06
H 9.21 -15.66 22.87
H 8.99 -14.51 25.06
N 14.56 -5.58 21.02
C 15.23 -6.23 21.97
C 14.89 -7.45 22.48
C 13.93 -8.15 21.74
C 13.25 -7.55 20.67
C 13.61 -6.26 20.34
H 15.99 -5.57 22.36
H 15.44 -7.90 23.30
H 13.59 -9.13 22.03
H 12.46 -8.15 20.24
H 13.07 -5.76 19.54
N 5.83 -9.56 22.94
C 6.65 -10.64 22.77
C 8.09 -10.56 22.71
C 8.65 -9.28 22.82
C 7.83 -8.19 23.03
C 6.47 -8.35 23.01
H 6.14 -11.59 22.72
H 8.69 -11.44 22.55
H 9.73 -9.24 22.82
H 8.24 -7.20 23.03
H 5.90 -7.47 23.26
C 6.27 -3.58 20.10
Cl 7.84 -4.21 19.83
Cl 6.22 -2.70 21.63
Cl 5.03 -4.88 20.02
H 6.03 -2.77 19.41
C 2.14 -13.12 27.57
Cl 2.93 -12.92 26.03
Cl 2.32 -11.59 28.48
Cl 2.59 -14.50 28.57
H 1.07 -13.21 27.35
C 12.44 -2.59 23.83
Cl 13.56 -1.93 24.96
Cl 11.04 -1.46 23.63
Cl 11.88 -4.22 24.30
H 12.95 -2.61 22.87
C 1.54 -9.19 19.66
Cl -0.25 -9.04 19.98
Cl 2.01 -8.31 18.21
Cl 2.04 -10.88 19.71
H 2.06 -8.69 20.48
C 2.88 -3.48 25.63
Cl 2.29 -3.85 24.03
Cl 3.09 -1.67 25.89
Cl 4.41 -4.22 25.96
H 2.14 -3.77 26.38
C 7.94 -10.70 27.51
Cl 7.39 -9.02 27.67
Cl 7.54 -11.63 28.92
Cl 9.74 -10.69 27.06
H 7.42 -11.10 26.64
*
```

Summary:
HOMO-LUMO gap, Ha: 0.363
LUMO energy, Ha: 0.0049
SMILES: ClC(Cl)Cl.ClC(Cl)Cl.ClC(Cl)Cl.ClC(Cl)Cl.ClC(Cl)Cl.ClC(Cl)Cl.c1ccncc1.c1ccncc1.c1ccncc1.c1ccncc1
HOMO energy, Eh: -0.3584
Calculated total energy, hartree: -9508.70210
Relative energy (zero: lowest compared OMol25 entry of this formula, charge and spin), eV: 0.248

=====

Record 3
The following is a DFT calculation (the ωB97M-V functional and the def2-TZVPD basis) of a structure of composition C50H42KN4O3 at a distorted geometry.

```
! wB97M-V def2-TZVPD RIJCOSX def2/J DEFGRID3
* xyz -1 1
K 0.25 -0.12 -0.38
C -2.24 -2.73 -6.08
C -1.34 -1.74 -5.72
C -1.42 -1.15 -4.47
C -2.38 -1.55 -3.53
C -3.31 -2.51 -3.93
C -3.24 -3.09 -5.18
C -2.27 -0.94 -2.20
C -2.09 0.46 -2.20
C -2.55 1.32 -3.27
C -2.32 2.59 -2.86
C -1.67 2.49 -1.56
C -1.05 3.57 -0.89
C -1.65 4.90 -1.03
C -3.04 4.98 -1.26
C -3.70 6.18 -1.32
C -3.03 7.38 -1.11
C -1.67 7.33 -0.85
C -1.00 6.12 -0.81
C 0.08 3.32 -0.05
N 0.23 2.18 0.62
C 1.36 2.27 1.36
C 1.77 1.39 2.38
C 2.79 1.93 3.29
C 2.53 3.11 3.98
C 3.46 3.66 4.84
C 4.69 3.04 5.01
C 4.96 1.86 4.34
C 4.01 1.30 3.50
C 1.17 0.16 2.71
C 1.35 -0.53 3.98
C 0.48 -1.56 3.98
C -0.20 -1.52 2.70
N 0.27 -0.49 1.97
C -1.16 -2.44 2.24
C -1.76 -2.41 0.97
C -2.38 -3.54 0.32
C -2.60 -3.16 -0.96
C -2.20 -1.77 -1.05
N -1.72 -1.37 0.13
C -1.56 -3.55 3.14
C -2.63 -3.37 4.02
C -3.06 -4.40 4.83
C -2.44 -5.64 4.78
C -1.37 -5.83 3.92
C -0.93 -4.79 3.11
C 2.03 3.51 1.05
C 1.22 4.17 0.19
N -1.57 1.20 -1.21
H -2.17 -3.22 -7.04
H -0.58 -1.42 -6.42
H -0.72 -0.38 -4.20
H -4.11 -2.78 -3.26
H -3.98 -3.83 -5.47
H -3.02 1.01 -4.18
H -2.51 3.50 -3.41
H -3.60 4.07 -1.38
H -4.77 6.20 -1.50
H -3.55 8.32 -1.14
H -1.13 8.24 -0.67
H 0.05 6.16 -0.61
H 1.58 3.60 3.83
H 3.24 4.57 5.37
H 5.44 3.48 5.66
H 5.92 1.36 4.46
H 4.23 0.37 2.99
H 2.01 -0.22 4.77
H 0.31 -2.28 4.77
H -2.56 -4.51 0.76
H -3.03 -3.76 -1.74
H -3.12 -2.41 4.04
H -3.90 -4.26 5.50
H -2.79 -6.45 5.39
H -0.88 -6.79 3.87
H -0.10 -4.94 2.43
H 2.99 3.84 1.41
H 1.48 5.10 -0.30
C 3.93 -1.01 0.46
O 2.68 -1.48 0.04
C 2.66 -2.85 -0.25
C 1.24 -3.23 -0.67
O 0.70 -2.40 -1.65
C 1.34 -2.39 -2.90
C 2.10 -1.08 -3.12
O 1.20 -0.05 -2.84
C 1.75 1.24 -2.90
H 4.30 -1.58 1.32
H 3.79 0.03 0.73
H 4.68 -1.09 -0.34
H 2.94 -3.44 0.64
H 3.39 -3.08 -1.04
H 0.59 -3.10 0.19
H 1.24 -4.28 -0.99
H 0.55 -2.45 -3.66
H 2.01 -3.25 -3.01
H 2.44 -1.03 -4.17
H 2.98 -1.02 -2.47
H 2.18 1.44 -3.88
H 2.52 1.39 -2.13
H 0.93 1.93 -2.72
*
```

Summary:
HOMO-LUMO gap (spin up / spin down), Ha: 0.188 / 0.187
LUMO energy (spin up / spin down), Ha: 0.0726 / 0.0726
HOMO energy (spin up / spin down), Eh: -0.1155 / -0.1146
Calculated total energy, hartree: -2975.19376
Relative energy (zero: lowest compared OMol25 entry of this formula, charge and spin), eV: 0.000